The following is a quantum chemistry calculation of a molecular structure, C4H5N3, from the OMol25 dataset.

Geometry as XYZ:
```
12
Properties=species:S:1:pos:R:3:lowdin_charge:R:1
N 1.88 2.08 0.36 0.060
N -0.37 -0.74 1.07 0.094
N -1.28 1.40 1.54 0.178
C -0.47 0.56 1.15 -0.371
C 0.06 -0.96 -1.30 -0.067
C 1.03 1.30 0.24 -0.199
C -0.17 -1.47 0.02 -0.151
H -0.09 -2.53 0.21 0.119
H -0.84 -0.70 -1.86 0.098
H 0.50 0.15 -1.06 0.069
H -1.04 2.38 1.49 0.082
H 0.81 -1.48 -1.89 0.089
```

Multiplicity   1
Energy above the lowest of the compared OMol25 structures with the same formula, charge and spin   3.972 eV
Net charge   0
LUMO energy   -0.7050 eV
Total energy   -319.56625 Eh
HOMO-LUMO gap   9.707 eV
Molar mass   95.10 g mol⁻¹
Highest occupied orbital energy   -0.38263 Ha


The following is a quantum chemistry calculation of a molecular structure, C31H60BeBr3ClN2NaO6S2Si2, from the OMol25 dataset.

Geometry as XYZ:
```
109
Properties=species:S:1:pos:R:3:lowdin_charge:R:1
Br 3.99 4.45 6.16 0.564
Br 4.13 7.13 4.38 0.547
Br 5.98 4.60 3.64 0.550
Cl 2.46 -1.34 5.05 0.012
S -1.45 2.05 0.03 0.778
S -0.59 0.64 2.61 0.627
Si -3.71 -1.44 0.50 0.512
Si -3.64 -0.47 -2.16 0.507
Na 3.56 -1.74 1.81 0.575
O 2.09 -4.90 4.87 0.179
O -3.40 -1.93 -1.16 -0.391
O 1.92 -3.39 3.54 0.011
O 3.84 -3.64 4.53 0.016
O 0.55 -5.25 -4.77 -0.554
O -4.93 -0.91 -3.32 -0.292
N 1.78 -5.83 1.18 0.111
N 1.32 2.08 1.02 -0.200
C -6.34 -2.89 -2.32 -0.196
C 2.45 4.37 1.70 -0.183
C -2.09 -0.02 -3.21 -0.260
C 2.29 -0.15 -0.02 -0.158
C 2.35 0.99 1.16 -0.225
C 0.12 -4.66 -1.38 -0.136
C 0.52 5.66 -3.14 -0.252
C 0.50 -8.02 2.33 -0.069
C 2.68 -3.96 4.33 -1.137
C 2.29 -3.03 -1.89 -0.180
C 1.71 4.56 -2.92 -0.149
C 2.57 -1.79 -2.96 -0.190
C 0.70 -3.09 -1.47 -0.237
C -0.77 0.41 -2.33 -0.287
C -6.13 -1.26 -2.54 -0.302
C 1.43 5.35 0.83 -0.208
C -4.72 -2.75 1.54 -0.316
C 1.59 3.04 2.17 -0.219
C -1.22 -3.08 4.26 0.081
C -0.86 1.98 -1.74 -0.461
C -2.63 -3.06 4.22 -0.103
C 2.92 0.46 -1.41 -0.186
C 3.61 -0.65 -2.40 -0.213
C -4.82 -2.11 3.07 -0.286
C 0.22 6.62 -1.82 -0.237
C 5.11 5.60 5.07 -1.604
C -4.28 -3.19 4.22 -0.210
C 2.37 6.33 -0.09 -0.227
C 1.20 -6.82 1.70 -0.165
C -0.09 1.59 1.25 -0.949
C 1.56 7.28 -1.15 -0.217
Be -6.20 -5.51 -3.35 0.264
H -1.78 -0.97 -3.86 0.113
H -0.42 7.53 -2.24 0.109
H 0.94 -8.24 3.30 0.075
H 2.87 4.88 2.67 0.068
H 3.00 -1.03 0.32 0.042
H 2.33 7.54 -2.03 0.118
H -7.07 -0.90 -3.15 0.121
H 4.05 -0.04 -3.33 0.116
H 1.43 3.63 -3.61 0.079
H 0.51 -2.64 -0.38 0.095
H -0.53 5.16 -3.41 0.104
H 2.92 7.07 0.66 0.115
H 0.02 -5.14 -2.46 0.059
H -0.29 -4.84 -4.78 -0.217
H 3.36 4.02 1.05 0.108
H 2.65 -4.03 -2.39 0.125
H 0.15 0.43 -3.07 0.104
H -4.56 -4.27 3.83 0.112
H -0.63 -0.32 -1.42 0.088
H -5.90 -1.74 3.30 0.104
H -4.51 -0.19 0.59 -0.024
H 0.21 2.46 -1.80 0.048
H 2.28 0.50 2.25 0.091
H -0.56 -7.81 2.45 0.076
H -6.21 -3.52 -3.31 -0.112
H 1.82 4.15 -1.83 0.058
H 2.92 -2.22 -3.99 0.121
H 0.77 -5.30 -0.64 0.018
H -6.18 -0.67 -1.51 0.106
H -4.10 0.68 -1.38 -0.002
H -0.07 -3.38 4.17 0.036
H 3.42 1.51 1.07 0.140
H 2.07 1.11 -1.91 0.099
H 0.73 4.64 0.18 0.094
H -4.73 -2.96 5.28 0.106
H -0.49 6.07 -1.06 0.103
H 1.24 8.32 -0.67 0.113
H -0.02 -2.52 -2.20 0.091
H -5.78 -2.96 1.08 0.077
H -2.34 0.85 -3.99 0.100
H 4.52 -1.21 -1.91 0.109
H -7.45 -3.01 -1.90 0.090
H 1.21 -0.58 -0.23 0.107
H -2.43 -1.26 1.15 -0.041
H -4.05 -3.73 1.65 0.092
H 0.76 6.42 -4.02 0.111
H 0.78 5.93 1.64 0.133
H 2.21 2.53 3.05 0.136
H -0.98 -4.57 -0.93 0.070
H -4.11 -1.15 3.17 0.095
H 1.53 -1.27 -3.12 0.083
H 2.72 4.99 -3.37 0.087
H 5.90 5.98 5.72 -0.028
H -1.66 2.51 -2.43 0.092
H 0.55 3.37 2.61 0.125
H 3.22 5.67 -0.56 0.104
H 3.79 1.23 -1.12 0.116
H -5.62 -3.30 -1.48 0.052
H 3.02 -2.83 -0.97 0.078
H 0.62 -8.90 1.68 0.074
```

Multiplicity   1
Energy above the lowest of the compared OMol25 structures with the same formula, charge and spin   13.971 eV
Net charge   -1
LUMO energy   -1.6181 eV
Total energy   -11512.01680 Eh
HOMO-LUMO gap   1.518 eV
Molar mass   984.30 g mol⁻¹
Highest occupied orbital energy   -0.11527 Ha


The following is a quantum chemistry calculation of a molecular structure, C14H12AsF3GaIN2O3S6, from the OMol25 dataset.

Geometry as XYZ:
```
43
Properties=species:S:1:pos:R:3:lowdin_charge:R:1
I -2.37 1.25 2.48 1.034
As 3.65 -1.08 0.52 -0.390
Ga 0.47 -0.58 0.47 -0.072
S -0.31 1.33 -1.75 0.430
S 4.93 -1.49 -1.10 -0.218
S 2.38 0.71 0.12 0.255
S 0.64 -0.24 3.09 0.562
S 4.62 -0.91 2.42 -0.114
S 1.90 -2.45 0.58 0.130
F -1.76 1.59 -3.92 0.112
F -2.88 0.80 -2.26 0.137
F -2.36 2.90 -2.30 0.112
O -0.58 1.56 -0.33 -0.423
O -0.08 -0.09 -1.97 -0.314
O 0.55 2.27 -2.39 -0.286
N 0.91 2.37 2.45 -0.014
N 2.69 1.45 3.38 -0.010
C -3.29 0.27 0.88 -0.621
C -5.41 0.07 -0.26 -0.106
C -3.44 -2.97 -0.93 -0.059
C -3.73 -1.66 -0.47 -0.180
C 1.42 1.25 2.99 -0.902
C -4.55 0.75 0.61 -0.204
C -1.92 1.66 -2.59 -0.652
C -1.23 -2.72 -0.05 -0.156
C -5.02 -1.14 -0.75 -0.066
C -2.23 -3.52 -0.66 -0.077
C 3.21 2.67 2.76 -0.176
C -2.76 -0.91 0.26 -0.209
C -1.41 -1.42 0.36 -0.157
C 1.96 3.34 2.17 -0.169
H 2.05 3.50 1.10 0.099
H 0.12 2.27 1.82 0.016
H 3.28 0.61 3.33 -0.046
H 3.92 2.38 1.98 0.086
H -0.25 -3.17 0.01 -0.011
H 3.72 3.30 3.49 0.101
H 1.74 4.30 2.66 0.101
H -4.20 -3.51 -1.48 0.100
H -5.69 -1.73 -1.37 0.101
H -1.99 -4.53 -0.97 0.099
H -6.39 0.47 -0.48 0.093
H -4.88 1.65 1.11 0.065
```

Multiplicity   1
Net charge   -2
LUMO energy   3.9082 eV
Total energy   -8023.15609 Eh
HOMO-LUMO gap   5.661 eV
Molar mass   777.21 g mol⁻¹
Highest occupied orbital energy   -0.06443 Ha


The following is a quantum chemistry calculation of a single C17H25NO3 molecule, from the OMol25 dataset.

Geometry as XYZ:
```
46
Properties=species:S:1:pos:R:3:lowdin_charge:R:1
O 0.11 3.47 0.96 0.122
O -1.14 1.71 0.34 -0.019
O 3.77 1.39 -2.78 0.041
N 0.61 -1.08 0.98 -0.057
C -2.35 -1.49 0.16 -0.263
C 2.44 1.44 -0.76 0.051
C -1.18 -2.44 -0.10 -0.187
C -3.44 -1.64 -0.89 -0.111
C 1.66 0.75 0.13 -0.111
C 2.71 -0.60 -2.04 -0.210
C -2.14 2.57 -0.20 -0.206
C -0.07 2.28 0.89 -0.454
C 0.99 -0.38 3.30 -0.029
C -3.16 2.96 0.86 -0.055
C -0.08 -2.34 0.97 -0.160
C 1.38 -0.61 -0.04 -0.177
C 1.91 -1.28 -1.13 0.033
C 2.98 0.76 -1.85 -0.277
C 0.33 -0.04 1.96 -0.273
C 3.31 -1.30 -3.23 -0.038
C 0.94 1.25 1.36 -0.090
H 4.39 -1.22 -3.20 0.085
H 3.03 -2.34 -3.25 0.075
H -1.55 -3.47 -0.13 0.114
H 2.06 -0.49 3.17 0.089
H 3.86 2.32 -2.52 0.103
H -0.52 -2.50 1.95 0.121
H -4.26 -0.96 -0.69 0.065
H 2.64 2.49 -0.62 0.129
H -0.75 0.07 2.11 0.142
H -2.61 2.00 -1.01 0.123
H -3.61 2.07 1.29 0.075
H 0.80 0.41 4.02 0.082
H -1.66 3.47 -0.61 0.123
H 1.72 -2.34 -1.28 0.111
H -0.75 -2.21 -1.08 0.106
H -2.67 3.53 1.65 0.078
H -3.94 3.57 0.41 0.078
H -3.04 -1.41 -1.88 0.073
H 0.59 -1.31 3.69 0.071
H -3.83 -2.65 -0.91 0.070
H 1.62 1.74 2.06 0.158
H -2.77 -1.70 1.15 0.113
H -1.98 -0.47 0.16 0.083
H 0.65 -3.14 0.79 0.121
H 2.98 -0.81 -4.15 0.085
```

Multiplicity   1
Energy above the lowest of the compared OMol25 structures with the same formula, charge and spin   0.996 eV
Net charge   0
LUMO energy   0.8228 eV
SMILES   CCCCN1c2cc(C)c(O)cc2[C@@H](C(=O)OCC)[C@@H]1C
Total energy   -943.28789 Eh
HOMO-LUMO gap   7.727 eV
Molar mass   291.39 g mol⁻¹
Highest occupied orbital energy   -0.25373 Ha


The following is a quantum chemistry calculation of 2 unconnected molecules or ions with the total composition C7H14N2, from the OMol25 dataset.

Geometry as XYZ:
```
23
Properties=species:S:1:pos:R:3:lowdin_charge:R:1
N 0.98 0.76 1.75 0.049
N 1.25 -1.33 1.12 0.094
C -0.46 -2.51 2.49 -0.047
C -1.63 0.71 -2.64 -0.121
C 1.70 -0.10 0.99 -0.224
C 0.87 0.94 -2.07 -0.117
C 0.28 -1.27 2.09 -0.373
C -0.58 1.34 -1.70 -0.295
C 0.08 0.02 2.47 -0.075
H -1.99 -0.22 -2.17 0.068
H 1.22 0.06 -1.56 0.040
H -1.16 -2.25 3.28 0.069
H -0.60 0.45 3.18 0.111
H -0.76 0.96 -0.70 0.080
H 1.27 1.72 1.89 0.147
H 0.26 -3.20 2.92 0.075
H -1.24 0.51 -3.63 0.062
H 0.86 0.71 -3.14 0.060
H -0.68 2.43 -1.72 0.090
H 2.37 0.09 0.18 0.105
H 1.49 1.83 -2.00 0.066
H -0.98 -2.96 1.64 0.074
H -2.54 1.31 -2.66 0.061
```

Multiplicity   1
Energy above the lowest of the compared OMol25 structures with the same formula, charge and spin   0.428 eV
Net charge   0
LUMO energy   0.8765 eV
SMILES   Cc1c[nH]cn1.CCC
Total energy   -384.61615 Eh
HOMO-LUMO gap   9.537 eV
Molar mass   126.20 g mol⁻¹
Highest occupied orbital energy   -0.31826 Ha


The following is a quantum chemistry calculation of a single C2H4O2S molecule, from the OMol25 dataset.

Geometry as XYZ:
```
9
Properties=species:S:1:pos:R:3:lowdin_charge:R:1
S 2.31 0.57 0.78 0.657
O -0.15 -0.21 1.52 -0.019
O -1.27 -0.22 -0.52 -0.138
C 0.07 0.19 -0.76 -0.290
C 0.71 0.12 0.52 -0.877
H -1.22 -1.36 -0.34 0.241
H 0.80 -0.16 -1.46 0.109
H -0.20 1.40 -0.85 0.211
H -1.07 -0.32 1.11 0.105
```

Multiplicity   1
Energy above the lowest of the compared OMol25 structures with the same formula, charge and spin   2.584 eV
Net charge   0
LUMO energy   -0.1645 eV
SMILES   OCC(O)=S
Total energy   -627.18916 Eh
HOMO-LUMO gap   8.623 eV
Molar mass   92.12 g mol⁻¹
Highest occupied orbital energy   -0.32292 Ha